(1)
DFT (wB97M-V/def2-TZVPD) results for a 3-piece molecular cluster, C33H53BF5N3O7P overall in a non-equilibrium geometry.

Electronic energy = -77420.8649 eV
Net charge = +1
Max |F| = 8.5 eV/A
HOMO-LUMO gap = 8.69 eV

Each line ends with the Löwdin charge.
Geometry (Å):
C  -3.57156  -7.24431  -4.37923  -0.1532
C  -2.10536  -7.17417  -5.14780  -0.2604
C  -0.95503  -6.38959  -4.26375  -0.2327
C  -1.44178  -4.85326  -3.85449  -0.2188
C  -1.31302  -4.75169  -2.21971  -0.2332
C  -1.94039  -3.35672  -1.60444  -0.2104
C  -1.16337  -3.05333  -0.19216  -0.2232
C  -2.14772  -2.12953  0.77268  -0.1981
C  -1.66616  -0.57109  0.92519  -0.1978
C  -0.31793  -0.57300  1.87637  -0.1801
C  0.53410  0.82025  1.86912  -0.1064
N  1.85711  0.82156  1.14541  -0.1410
C  1.96874  -0.11894  -0.02909  -0.1753
N  0.87202  -0.03286  -1.06405  0.0454
C  2.15581  2.28868  0.76792  -0.1657
O  1.23504  2.86261  -0.22395  0.0263
B  0.72547  4.20111  0.24367  -0.4908
O  -0.20567  4.30010  1.42304  0.0510
O  1.09416  5.49466  -0.37837  0.0809
C  3.65421  2.57201  0.22133  -0.1445
C  3.67753  2.86997  -1.42591  -0.0741
O  3.51400  4.29157  -1.76270  -0.0281
C  2.87065  4.47248  -3.07679  -0.2406
F  2.82036  5.94552  -3.38070  0.0418
F  3.74808  3.87367  -4.11310  0.0497
F  1.46019  3.98353  -3.13760  0.0357
O  4.68816  1.59370  0.46074  -0.1586
C  4.49201  0.71827  1.60122  -0.5010
C  5.35136  1.42405  2.85610  -0.0953
C  6.97692  1.33714  2.62000  -0.1544
O  7.74743  0.65414  3.47763  -0.0517
P  5.47909  -0.89210  1.21636  0.9985
N  4.48633  -2.10761  0.35774  -0.2094
O  5.93615  -1.72133  2.72141  -0.3296
C  2.98355  0.51859  2.16069  -0.2202
C  2.81571  -0.89034  2.96781  -0.0467
H  -4.23045  -8.14346  -4.78792  0.0812
H  -4.17425  -6.25523  -4.65626  0.0733
H  -3.46850  -7.33252  -3.21364  0.0740
H  -2.21747  -6.60753  -6.16641  0.1086
H  -1.78022  -8.28782  -5.36146  0.1065
H  -0.64464  -6.99639  -3.28833  0.1119
H  0.01763  -6.32937  -4.92365  0.1043
H  -2.55198  -4.63986  -4.20029  0.1092
H  -0.71187  -4.10962  -4.41588  0.1124
H  -1.83206  -5.71417  -1.77998  0.1169
H  -0.14794  -4.77890  -1.96688  0.1216
H  -3.09543  -3.48050  -1.34593  0.1207
H  -1.78590  -2.41451  -2.28883  0.1168
H  -0.14266  -2.48904  -0.29647  0.0741
H  -0.90831  -4.10946  0.28616  0.1198
H  -3.30094  -2.25746  0.50049  0.1224
H  -2.04608  -2.61033  1.86104  0.1180
H  -1.56618  0.02821  -0.07024  0.1028
H  -2.50837  -0.02043  1.56294  0.1116
H  0.28849  -1.54836  1.65587  0.0958
H  -0.73581  -0.71746  2.98707  0.1273
H  0.69803  1.11053  3.01708  0.1616
H  -0.24077  1.64574  1.48949  0.1573
H  1.98654  -1.25747  0.33231  0.1333
H  2.98524  -0.00788  -0.64619  0.1585
H  0.73163  -0.94097  -1.55883  0.0897
H  1.13438  0.71492  -1.77484  0.0925
H  2.01219  2.94882  1.75314  0.1936
H  -0.51263  5.26835  1.44989  0.1362
H  0.27105  6.06946  -0.53157  0.1452
H  4.01499  3.60284  0.70398  0.1963
H  2.97410  2.13720  -2.02570  0.1445
H  4.78503  2.58088  -1.76579  0.1698
H  4.95510  2.53060  3.04407  0.1455
H  5.01509  0.81050  3.82309  0.1328
H  7.40149  1.85622  1.65144  0.1460
H  4.19432  -2.89831  1.00728  0.0482
H  5.15331  -2.55343  -0.32985  0.0545
H  5.37743  -2.54756  2.81164  0.0571
H  2.84734  1.36861  2.99153  0.1685
H  1.82584  -0.89119  3.63714  0.1126
H  3.69748  -0.92774  3.77194  0.1121
H  2.74445  -1.85306  2.30891  0.0788
F  -2.02059  0.94811  3.54335  0.0264
C  -3.08320  1.67721  3.90924  -0.2816
C  -3.91891  1.21026  4.91781  -0.0128
C  -5.02252  1.97153  5.30263  -0.0739
C  -5.28448  3.18737  4.66632  -0.0854
C  -4.44259  3.64509  3.65161  -0.0724
C  -3.33291  2.88900  3.27480  -0.0312
H  -3.70436  0.25958  5.39492  0.1163
H  -5.67760  1.61899  6.09543  0.1092
H  -6.14789  3.77867  4.96372  0.1058
H  -4.65082  4.58972  3.15499  0.1094
H  -2.66306  3.23405  2.49418  0.0926
F  -3.74313  2.60000  0.52319  0.0558
C  -3.65869  2.62714  -0.81351  -0.2805
C  -4.78550  2.34039  -1.57622  -0.0066
C  -4.69933  2.37355  -2.96800  -0.0699
C  -3.48320  2.68275  -3.58216  -0.0869
C  -2.35656  2.96414  -2.80794  -0.0747
C  -2.44589  2.94183  -1.41633  -0.0165
H  -5.71946  2.09416  -1.08171  0.1204
H  -5.57648  2.15853  -3.57325  0.1106
H  -3.41534  2.70412  -4.66776  0.1061
H  -1.41010  3.20050  -3.28820  0.0994
H  -1.58233  3.16676  -0.79925  0.0888

***

(2)
DFT (wB97M-V/def2-TZVPD) results for C33H53BrN9OS2Sc as an isolated structure.

Electronic energy = -162946.3246 eV
Net charge = +2
Max |F| = 0.1 eV/A
Energy above the lowest of the compared OMol25 structures with the same formula, charge and spin = 2.1 kcal/mol
HOMO-LUMO gap = 7.64 eV

Each line ends with the Löwdin charge.
Geometry (Å):
Sc  -1.20434  0.75333  -1.04232  0.9904
C  -3.18202  3.34702  -1.25268  -0.1455
C  -2.68044  3.21555  0.20509  -0.1697
N  -2.50187  1.80777  0.60547  -0.1253
C  -3.79290  1.16667  0.95829  -0.1659
C  -3.86363  -0.27091  0.46973  -0.1698
N  -3.23508  -0.43298  -0.85690  -0.1073
C  -4.12715  -0.14676  -1.99420  -0.1671
C  -4.33013  1.34837  -2.16161  -0.1531
N  -3.05033  2.08684  -2.02310  -0.0894
H  -2.60101  4.12130  -1.75301  0.1150
H  -4.21843  3.68621  -1.27158  0.1259
H  -3.36742  3.72826  0.88270  0.1340
H  -1.71513  3.70402  0.31857  0.0768
H  -1.89742  1.79152  1.42383  0.0402
H  -4.59521  1.76622  0.53199  0.1121
H  -3.94189  1.18591  2.03931  0.1337
H  -4.90452  -0.60709  0.45499  0.1373
H  -3.31746  -0.91023  1.15883  0.0655
H  -2.95366  -1.40214  -0.92179  0.0733
H  -5.09958  -0.63249  -1.86820  0.1373
H  -3.66786  -0.55789  -2.89227  0.1092
H  -5.03076  1.71927  -1.41705  0.1117
H  -4.78812  1.54477  -3.13250  0.1387
H  -2.72548  2.32630  -2.95196  0.1106
C  1.14847  -5.12958  4.24674  -0.0606
C  1.82227  -4.98469  2.88269  -0.5560
C  1.49906  -6.22815  2.04276  -0.0377
C  3.33972  -4.89061  3.09536  -0.0361
C  1.33675  -3.74348  2.13855  -0.1550
C  0.42330  -2.84879  2.67332  -0.0749
C  -0.00670  -1.78039  1.91060  -0.5336
Br  -1.20329  -0.57134  2.78061  0.8718
C  0.41580  -1.53673  0.59715  -0.3217
O  -0.21716  -0.59279  -0.13455  -0.2673
C  1.46803  -2.34256  0.10593  -0.0736
C  1.83952  -3.44105  0.87987  0.0138
C  2.29586  -2.12309  -1.17874  -0.5110
C  2.06263  -0.78548  -1.88133  -0.0470
C  3.79085  -2.13777  -0.80487  -0.0358
C  2.02339  -3.25441  -2.17750  -0.0189
H  1.51008  -6.03443  4.73535  0.0928
H  0.06376  -5.21584  4.15568  0.0903
H  1.37833  -4.28877  4.90430  0.0891
H  1.84433  -7.12597  2.55737  0.0924
H  1.98832  -6.19629  1.06799  0.0787
H  0.42339  -6.32130  1.88159  0.0919
H  3.69636  -5.77220  3.62993  0.0925
H  3.59682  -4.00853  3.68469  0.0928
H  3.88040  -4.83666  2.14928  0.0782
H  0.03185  -2.97087  3.67222  0.0959
H  2.59107  -4.10311  0.47283  0.1047
H  2.19725  0.05983  -1.20877  0.0624
H  1.07370  -0.73131  -2.32151  0.0431
H  2.78980  -0.68685  -2.69035  0.0992
H  4.00945  -1.36743  -0.06259  0.0953
H  4.38900  -1.93428  -1.69457  0.0916
H  4.12272  -3.09246  -0.40327  0.0793
H  0.98137  -3.24326  -2.50402  0.0561
H  2.22758  -4.23555  -1.74776  0.0902
H  2.65412  -3.13708  -3.06135  0.0974
C  -1.74048  -2.87498  -2.21503  -0.0566
C  -1.31643  -1.85678  -3.22296  -0.6231
N  -1.11017  -0.57317  -3.00214  -0.0049
C  -0.61624  0.04904  -4.13241  -0.3289
C  -0.51045  -0.75273  -5.22261  -0.2936
S  -0.98744  -2.33452  -4.82389  1.1758
C  -0.14742  1.42996  -4.03323  -0.3232
C  0.43604  2.13595  -5.03250  -0.3027
S  0.86821  3.68259  -4.47706  1.1686
C  0.25678  3.31638  -2.92603  -0.6049
N  -0.24248  2.10048  -2.82034  0.0168
C  0.29031  4.37413  -1.87335  -0.0787
H  -1.31146  -2.63886  -1.24009  0.0822
H  -1.38472  -3.86246  -2.50438  0.0943
H  -2.82955  -2.94714  -2.15195  0.0953
H  -0.14664  -0.50276  -6.20511  0.0936
H  0.63592  1.82361  -6.04375  0.0936
H  1.31821  4.59060  -1.58301  0.0902
H  -0.25396  4.05940  -0.99267  0.0322
H  -0.15026  5.29613  -2.25449  0.0959
C  2.58249  5.21344  2.92222  -0.0644
C  1.49437  4.41864  3.63657  -0.4026
C  0.10325  4.94579  3.30071  -0.0688
C  1.61868  2.91724  3.37228  -0.0803
N  1.43489  2.57412  1.95514  -0.0563
C  2.32875  2.49136  0.96054  -0.0729
N  1.70046  2.19226  -0.15168  0.0895
N  0.41054  2.09006  0.19695  -0.0957
N  0.23950  2.32148  1.45097  0.0890
H  2.53687  6.26262  3.21062  0.0907
H  2.45590  5.17619  1.83615  0.0714
H  3.58120  4.84733  3.16740  0.0871
H  1.64825  4.51673  4.71483  0.1470
H  -0.08230  4.91096  2.22316  0.0618
H  0.01028  5.98560  3.61152  0.0899
H  -0.67882  4.37278  3.80192  0.0832
H  0.86869  2.34615  3.91690  0.1298
H  2.60498  2.54932  3.65202  0.1386
H  3.38784  2.64745  1.07547  0.1518

***

(3)
DFT (wB97M-V/def2-TZVPD) results for a 6-piece molecular cluster, C33H53NO13S5 overall in a non-equilibrium geometry.

SMILES string = Cc1cccc(C[C@@H]2C[C@@H](N=C=O)OC2=O)c1.O=S1(=O)CCCC1.O=S1(=O)CCCC1.O=S1(=O)CCCC1.O=S1(=O)CCCC1.O=S1(=O)CCCC1
Electronic energy = -117362.8438 eV
Max |F| = 2.3 eV/A
Energy above the lowest of the compared OMol25 structures with the same formula, charge and spin = 0.0 kcal/mol
HOMO-LUMO gap = 8.75 eV

Each line ends with the Löwdin charge.
Geometry (Å):
C  -5.44937  -2.51489  -0.33906  -0.0539
C  -3.97346  -2.81296  -0.14737  -0.2714
C  -3.49432  -3.55463  0.92695  -0.0516
C  -2.13874  -3.78218  0.98985  -0.0931
C  -1.23067  -3.29776  0.07289  -0.0387
C  -1.70197  -2.53194  -0.97941  -0.2033
C  -0.77895  -1.91734  -2.03345  -0.0766
C  -1.22479  -0.46962  -2.33522  -0.1920
C  -0.33538  0.38381  -3.26588  -0.0542
C  -1.00468  1.75091  -2.95936  -0.2850
N  -2.48831  1.82443  -3.13864  0.1834
C  -2.88187  1.57541  -4.27451  -0.2975
O  -3.37331  1.09801  -5.22829  0.1717
O  -0.86190  1.76422  -1.53494  0.0245
C  -1.34292  0.50581  -1.13908  -0.3801
O  -1.76201  0.36218  -0.03608  0.1614
C  -3.07411  -2.31821  -1.07566  -0.0207
H  -5.61865  -1.43668  -0.44888  0.0786
H  -5.80653  -2.98064  -1.26678  0.0782
H  -6.05085  -2.88103  0.49755  0.0703
H  -4.17790  -3.93320  1.68122  0.1065
H  -1.73712  -4.37482  1.80953  0.0927
H  -0.16571  -3.49276  0.14411  0.1143
H  -0.91652  -2.47359  -2.96520  0.0708
H  0.27692  -2.00074  -1.75791  0.1339
H  -2.11163  -0.61525  -2.95757  0.1324
H  -0.38127  0.19019  -4.34296  0.1237
H  0.69459  0.54869  -2.93804  0.1318
H  -0.54262  2.62424  -3.42055  0.1440
H  -3.50592  -1.74817  -1.89660  0.1216
C  -0.82345  -1.28505  5.49879  -0.2149
C  -0.85981  -0.53603  4.16102  -0.1965
C  0.34114  -1.00555  3.33764  -0.2010
S  0.69919  -2.67398  3.88039  0.6807
O  1.99585  -2.68871  4.52129  -0.3290
O  0.36640  -3.60007  2.82721  -0.3289
C  -0.56287  -2.74667  5.14680  -0.2272
H  -1.75257  -1.16707  6.05545  0.1152
H  -0.00949  -0.89827  6.11621  0.1197
H  -1.78568  -0.77742  3.63224  0.1193
H  -0.83600  0.54371  4.30423  0.0967
H  0.12367  -1.01577  2.27094  0.1045
H  1.21936  -0.39529  3.53240  0.0636
H  -0.20692  -3.33943  5.98694  0.1051
H  -1.44595  -3.21078  4.70680  0.1045
C  -0.23057  -6.11131  -6.64228  -0.2205
C  -1.71839  -5.73807  -6.63310  -0.2141
C  -1.96709  -4.87384  -5.39083  -0.2144
S  -0.41282  -4.04696  -5.03834  0.6606
O  0.08757  -4.52605  -3.77649  -0.3072
O  -0.54605  -2.63708  -5.31796  -0.3280
C  0.52455  -4.81833  -6.35089  -0.2279
H  0.07250  -6.54382  -7.59496  0.1151
H  -0.02918  -6.84546  -5.85879  0.1202
H  -1.95528  -5.16629  -7.53313  0.1165
H  -2.35621  -6.62112  -6.62985  0.1140
H  -2.73730  -4.12552  -5.56266  0.1037
H  -2.22552  -5.47983  -4.52395  0.1082
H  1.54904  -4.97919  -6.02296  0.1098
H  0.50552  -4.14746  -7.20981  0.1079
C  5.11693  0.75325  5.91161  -0.2199
C  5.65149  -0.51805  5.23957  -0.2107
C  4.83743  -0.73630  3.95881  -0.2104
S  4.29875  0.89128  3.42694  0.6743
O  2.86254  0.95488  3.52835  -0.3222
O  4.98972  1.25764  2.21662  -0.3235
C  4.99903  1.79325  4.80217  -0.2281
H  5.77337  1.09597  6.71096  0.1129
H  4.13298  0.55602  6.34353  0.1200
H  6.70605  -0.38067  4.98829  0.1143
H  5.58238  -1.38274  5.89859  0.1145
H  5.43185  -1.18862  3.16862  0.1052
H  3.94836  -1.33933  4.14578  0.0758
H  4.35219  2.62992  5.05918  0.1059
H  5.97952  2.15637  4.49402  0.1062
C  0.70666  4.44138  -6.42777  -0.2215
C  1.58061  5.47889  -5.71180  -0.2136
C  2.60333  4.71175  -4.86456  -0.2179
S  2.86164  3.13885  -5.69334  0.6604
O  2.37228  2.08449  -4.84182  -0.3208
O  4.18533  3.10412  -6.25643  -0.3180
C  1.67204  3.40968  -7.00234  -0.2300
H  0.09645  4.89480  -7.20792  0.1158
H  0.03537  3.96468  -5.70864  0.1053
H  2.10038  6.08960  -6.45314  0.1169
H  0.98553  6.15081  -5.09434  0.1140
H  3.55278  5.23692  -4.79653  0.1031
H  2.22288  4.50373  -3.86571  0.1038
H  1.19476  2.46772  -7.26371  0.1076
H  2.21111  3.80872  -7.86133  0.1076
C  -2.61588  4.60257  5.40521  -0.2203
C  -1.82587  5.73831  6.06760  -0.2161
C  -0.68914  5.09815  6.87381  -0.2213
S  -0.30339  3.54829  6.05089  0.6512
O  -0.63815  2.46026  6.93639  -0.3242
O  0.98892  3.64874  5.42498  -0.3228
C  -1.57306  3.67076  4.79643  -0.2291
H  -3.30568  4.97638  4.64964  0.1156
H  -3.19844  4.06872  6.15983  0.1193
H  -1.40876  6.38873  5.29571  0.1166
H  -2.46030  6.35316  6.70516  0.1127
H  0.20042  5.72312  6.88961  0.1014
H  -0.99910  4.86726  7.89160  0.1033
H  -1.95939  2.68015  4.56764  0.0967
H  -1.11961  4.11158  3.90886  0.1129

***

- Among the records above, which one has the lowest max |F|?
  C33H53BrN9OS2Sc